No. 1
12
Properties=species:S:1:pos:R:3:nbo_charge:R:1 method="wB97M-V/def2-TZVPD" homo_energy_ev=-9.7 relative_energy_kj_mol=634.4 spin_multiplicity=1 smiles="C1=NOC[C@@H]2O[C@@H]12" charge=0
C 0.66 -1.48 -0.09 -0.033
N 1.63 -0.62 -0.17 -0.055
O 1.42 0.73 0.17 -0.408
C -0.01 1.41 0.04 -0.114
C -0.78 0.28 -0.44 0.035
O -1.88 -0.33 -0.04 -0.412
C -0.60 -0.88 0.42 -0.047
H 1.00 -2.52 -0.39 0.226
H -0.27 1.58 1.16 0.207
H 0.15 2.31 -0.64 0.219
H -0.68 0.22 -1.51 0.175
H -0.64 -0.71 1.48 0.207

No. 2
12
Properties=species:S:1:pos:R:3:nbo_charge:R:1 method="wB97M-V/def2-TZVPD" homo_energy_ev=-10.2 relative_energy_kj_mol=196.8 spin_multiplicity=1 smiles=OCc1ccon1 charge=0
O 1.58 -0.36 1.67 -0.698
C 1.46 -0.57 0.28 -0.094
C 0.07 -0.20 -0.16 0.112
C -0.47 1.02 -0.68 -0.362
C -1.80 0.77 -0.74 0.140
O -2.06 -0.46 -0.29 -0.272
N -0.88 -1.07 0.07 -0.135
H 0.83 -0.82 2.06 0.473
H 2.23 0.03 -0.20 0.193
H 1.64 -1.62 0.00 0.184
H 0.06 1.93 -0.94 0.243
H -2.65 1.34 -1.09 0.216

No. 3
12
Properties=species:S:1:pos:R:3:nbo_charge:R:1 method="wB97M-V/def2-TZVPD" homo_energy_ev=-9.8 relative_energy_kj_mol=452.4 spin_multiplicity=1 smiles=OCc1ccon1 charge=0
O 0.09 -2.40 -0.77 -0.698
C 0.89 -1.29 -0.45 -0.093
C 0.12 -0.04 -0.04 0.141
C 0.34 0.95 1.02 -0.478
C -0.83 1.64 0.92 0.159
O -1.59 1.28 -0.12 -0.288
N -1.00 0.17 -0.68 -0.134
H -0.57 -2.13 -1.42 0.478
H 1.54 -1.61 0.37 0.205
H 1.53 -1.00 -1.29 0.180
H 0.67 2.07 0.83 0.304
H -1.20 2.36 1.63 0.224

No. 4
12
Properties=species:S:1:pos:R:3:nbo_charge:R:1 method="wB97M-V/def2-TZVPD" homo_energy_ev=-8.6 relative_energy_kj_mol=528.4 spin_multiplicity=1 charge=0
C -0.40 1.71 -0.19 -0.639
C -0.13 0.27 -0.41 -0.066
C 0.86 -0.26 -1.17 -0.060
O 0.53 -1.84 -1.00 -0.510
C 0.06 -1.67 0.16 0.945
O 0.90 -1.95 1.14 -0.649
N -0.91 -0.70 0.31 -0.638
H -1.41 1.99 -0.51 0.224
H -0.30 2.02 0.86 0.209
H 0.32 2.26 -0.80 0.249
H 1.63 -1.52 0.60 0.530
H -1.22 -0.46 1.25 0.405

No. 5
12
Properties=species:S:1:pos:R:3:nbo_charge:R:1 method="wB97M-V/def2-TZVPD" homo_energy_ev=-9.7 relative_energy_kj_mol=230.4 spin_multiplicity=1 smiles="O=CC1=NCCO1" charge=0
O -1.07 -2.24 -1.86 -0.463
C -1.25 -1.07 -1.65 0.390
C -0.38 -0.30 -0.67 0.439
N -0.29 -0.78 0.51 -0.466
C 0.22 0.25 1.42 -0.305
C 1.14 0.92 0.46 -0.066
O 0.25 0.83 -0.96 -0.509
H -2.09 -0.51 -2.10 0.129
H 0.63 -0.24 2.32 0.231
H -0.60 0.91 1.76 0.203
H 1.24 1.99 0.41 0.210
H 2.08 0.35 0.39 0.207

No. 6
13
Properties=species:S:1:pos:R:3:nbo_charge:R:1 method="wB97M-V/def2-TZVPD" homo_energy_ev=-9.0 relative_energy_kj_mol=287.4 spin_multiplicity=1 charge=0
O 3.05 -0.67 -0.51 -0.600
C 2.34 0.31 -0.18 0.557
N 1.06 0.35 0.03 -0.626
C 0.41 -0.83 0.03 0.100
C -0.97 -0.97 0.05 -0.367
C -1.92 -0.02 -0.13 0.151
O -1.40 1.26 -0.27 -0.728
S -3.48 -0.39 -0.28 -0.047
H 2.90 1.41 0.26 0.091
H 0.56 1.23 0.40 0.459
H 0.97 -1.73 0.21 0.239
H -1.41 -2.00 0.31 0.253
H -2.10 2.04 0.08 0.520

No. 7
13
Properties=species:S:1:pos:R:3:nbo_charge:R:1 method="wB97M-V/def2-TZVPD" homo_energy_ev="-8.8 / -8.9" relative_energy_kj_mol=542.8 spin_multiplicity=1 charge=0
C 0.12 -0.60 0.18 -0.309
C 0.83 0.50 -0.16 -0.110
C -1.35 -0.73 0.06 0.501
C 2.32 0.40 0.08 -0.651
N -2.00 0.52 0.22 0.038
O -2.04 -1.78 -0.16 -0.627
O -3.25 0.47 -0.05 -0.390
S 0.12 1.91 -0.83 0.141
H 0.71 -1.42 0.66 0.227
H 2.70 -0.53 -0.16 0.226
H 2.46 0.61 1.20 0.239
H 2.79 1.19 -0.60 0.231
H -3.42 -0.54 -0.45 0.485

No. 8
13
Properties=species:S:1:pos:R:3:nbo_charge:R:1 method="wB97M-V/def2-TZVPD" homo_energy_ev=-9.6 relative_energy_kj_mol=147.9 spin_multiplicity=1 smiles="CSC(=O)OCC#N" charge=0
C -2.67 -0.99 -0.59 -0.768
S -1.63 0.38 -1.03 0.214
C -0.28 0.07 0.08 0.632
O -0.08 -1.02 0.50 -0.599
O 0.44 1.13 0.36 -0.474
C 1.51 0.84 1.25 -0.170
C 2.51 -0.04 0.58 0.241
N 3.19 -0.66 -0.08 -0.278
H -3.30 -0.66 0.27 0.221
H -2.00 -1.78 -0.23 0.264
H -3.34 -1.27 -1.42 0.240
H 1.17 0.31 2.12 0.236
H 1.91 1.81 1.52 0.240

No. 9
13
Properties=species:S:1:pos:R:3:nbo_charge:R:1 method="wB97M-V/def2-TZVPD" homo_energy_ev=-9.1 relative_energy_kj_mol=788.7 spin_multiplicity=1 charge=0
C 0.31 -0.01 0.67 0.446
C 0.12 -1.62 -0.87 -0.132
C -0.67 -0.56 -1.49 0.046
C -0.55 0.60 -0.43 -0.043
H 0.39 2.31 2.44 0.454
H -0.30 -2.46 -0.59 0.199
H 0.81 -2.07 -1.63 0.206
H -1.97 -0.88 -1.68 0.219
H -1.14 1.54 -0.29 0.262
N 0.38 0.48 1.78 -0.203
O -0.45 1.53 1.76 -0.535
O 0.89 -1.14 0.34 -0.448
O 0.10 0.58 -1.85 -0.472

No. 10
13
Properties=species:S:1:pos:R:3:nbo_charge:R:1 method="wB97M-V/def2-TZVPD" homo_energy_ev=-10.4 relative_energy_kj_mol=367.8 spin_multiplicity=1 smiles="C=NOC(=O)[C@H]1CO1" charge=0
C -1.85 -1.89 1.04 -0.101
N -1.13 -1.01 0.47 -0.138
O 0.23 -1.29 0.61 -0.392
C 1.10 -0.42 -0.06 0.758
O 2.28 -0.56 0.10 -0.523
C 0.46 0.68 -0.83 -0.087
C 0.85 2.08 -0.55 -0.081
O 1.21 1.41 -1.78 -0.445
H -1.47 -2.73 1.62 0.192
H -2.92 -1.73 0.96 0.199
H -0.53 0.37 -1.07 0.224
H 0.08 2.82 -0.63 0.192
H 1.69 2.27 0.12 0.203

No. 11
13
Properties=species:S:1:pos:R:3:nbo_charge:R:1 method="wB97M-V/def2-TZVPD" homo_energy_ev=-10.3 relative_energy_kj_mol=355.1 spin_multiplicity=1 smiles=N#C[C@@]1(O)[C@H](O)[C@@H]1O charge=0
N 2.57 1.96 -0.23 -0.257
C 1.66 1.22 -0.17 0.239
C 0.55 0.53 0.12 0.038
O -0.09 0.95 1.33 -0.683
C -0.54 0.01 -0.84 0.039
O -1.89 0.20 -0.42 -0.676
C 0.38 -0.95 -0.18 0.077
O -0.03 -1.81 0.84 -0.690
H -1.10 0.90 0.94 0.498
H -0.38 0.07 -1.97 0.213
H -2.09 -0.69 -0.11 0.496
H 1.19 -1.34 -0.92 0.214
H -0.24 -1.06 1.61 0.495

No. 12
13
Properties=species:S:1:pos:R:3:nbo_charge:R:1 method="wB97M-V/def2-TZVPD" homo_energy_ev=-8.9 relative_energy_kj_mol=809.8 spin_multiplicity=1 charge=0
C -2.09 -0.47 -0.08 -0.275
C 0.27 -0.96 -0.18 0.441
C 2.14 0.31 -0.17 0.129
C 0.77 0.41 -0.38 0.066
H -2.44 0.19 -0.96 0.207
H -3.01 -1.04 0.41 0.215
H -1.84 0.41 0.74 0.192
H 2.83 1.30 0.21 0.226
H 0.58 2.35 1.06 0.345
N 1.26 -1.79 0.00 -0.162
O -0.95 -1.26 -0.24 -0.478
O 2.42 -1.01 -0.15 -0.307
O 0.07 1.55 -0.27 -0.601

No. 13
13
Properties=species:S:1:pos:R:3:nbo_charge:R:1 method="wB97M-V/def2-TZVPD" homo_energy_ev=-10.5 relative_energy_kj_mol=413.5 spin_multiplicity=1 smiles="O=C1OCCC=NO1" charge=0
O -2.75 -0.44 0.31 -0.561
C -1.66 -0.48 -0.24 0.957
O -1.07 0.46 -1.00 -0.531
C -0.18 1.28 -0.23 -0.089
C 0.91 0.36 0.48 -0.546
C 1.08 -0.97 -0.24 0.071
N 0.34 -1.97 -0.43 -0.080
O -1.01 -1.62 0.01 -0.410
H 0.25 2.19 -0.89 0.243
H -0.85 1.60 0.76 0.211
H 1.95 0.88 0.46 0.250
H 0.86 0.07 1.67 0.268
H 2.13 -1.35 -0.65 0.218

No. 14
13
Properties=species:S:1:pos:R:3:nbo_charge:R:1 method="wB97M-V/def2-TZVPD" homo_energy_ev=-8.8 relative_energy_kj_mol=292.6 spin_multiplicity=1 smiles="O=C1NC=COCO1" charge=0
O -1.51 1.86 0.82 -0.606
C -0.80 0.87 0.38 0.875
N -0.38 -0.13 1.17 -0.657
C -0.25 -1.50 0.73 -0.171
C 0.68 -1.67 -0.29 0.114
O 1.39 -0.75 -1.12 -0.503
C 1.00 0.59 -0.82 0.197
O -0.34 0.71 -0.88 -0.488
H -0.96 -0.12 2.13 0.426
H -0.56 -2.42 1.14 0.239
H 1.12 -2.71 -0.32 0.204
H 1.35 1.12 -1.78 0.185
H 1.55 0.84 0.03 0.183

No. 15
15
Properties=species:S:1:pos:R:3:nbo_charge:R:1 method="wB97M-V/def2-TZVPD" homo_energy_ev=-9.0 relative_energy_kj_mol=309.4 spin_multiplicity=1 charge=0
C 1.33 -0.93 0.67 -0.294
C 1.69 0.43 0.11 -0.157
C 0.05 -1.34 0.36 -0.013
C 1.35 1.03 -1.05 -0.495
N -0.90 -0.55 -0.21 -0.812
O -2.53 0.98 -0.44 -0.866
O -3.24 -1.50 -0.65 -0.863
O -0.69 1.61 1.25 -0.921
S -2.64 -0.54 0.24 1.651
S -0.90 1.23 -0.23 1.617
H 1.99 -1.55 1.27 0.239
H 2.07 1.05 0.97 0.215
H -0.24 -2.31 0.71 0.220
H 1.54 2.10 -1.13 0.241
H 1.13 0.28 -1.88 0.237

No. 16
12
Properties=species:S:1:pos:R:3:nbo_charge:R:1 method="wB97M-V/def2-TZVPD" homo_energy_ev=-8.6 relative_energy_kj_mol=557.5 spin_multiplicity=1 charge=0
C -1.18 1.97 0.06 -0.270
C -0.22 -0.34 -0.17 0.425
C -1.54 -0.79 -0.22 -0.121
C -2.60 -1.29 0.18 -0.174
H -1.52 1.85 1.19 0.206
H -0.91 3.04 -0.28 0.217
H -1.98 1.66 -0.77 0.199
H 1.48 0.97 -0.06 0.183
H -3.24 -2.30 0.71 0.303
N 0.72 -1.13 -0.22 -0.482
O -0.08 1.10 -0.04 -0.570
S 2.18 -0.22 0.13 0.084

No. 17
12
Properties=species:S:1:pos:R:3:nbo_charge:R:1 method="wB97M-V/def2-TZVPD" homo_energy_ev=-8.0 relative_energy_kj_mol=211.3 spin_multiplicity=1 smiles="ON1C=CCC1=S" charge=0
O 0.73 2.19 0.01 -0.510
N 0.23 0.96 -0.03 -0.089
C -1.11 0.71 0.01 -0.031
C -1.35 -0.62 0.00 -0.241
C -0.02 -1.31 0.02 -0.517
C 1.00 -0.20 -0.03 0.069
S 2.64 -0.22 -0.01 -0.177
H 1.70 2.04 0.02 0.498
H -1.82 1.54 0.00 0.237
H -2.25 -1.17 -0.12 0.230
H 0.12 -2.02 -0.81 0.263
H 0.13 -1.91 0.94 0.267

No. 18
12
Properties=species:S:1:pos:R:3:nbo_charge:R:1 method="wB97M-V/def2-TZVPD" homo_energy_ev=-8.4 relative_energy_kj_mol=509.7 spin_multiplicity=1 charge=0
C -0.80 -0.34 -0.41 0.232
C -1.44 0.79 -0.75 0.249
C 1.01 1.63 0.64 -0.465
C 0.33 -2.44 0.22 -0.263
N -0.19 -1.35 -0.20 -0.216
O -2.63 0.92 -0.77 -0.550
S 1.95 1.67 -0.67 0.084
H -0.75 1.65 -0.84 0.152
H 0.13 2.45 0.79 0.200
H 1.04 0.92 1.35 0.171
H -0.15 -3.33 0.34 0.204
H 1.49 -2.58 0.31 0.204

No. 19
13
Properties=species:S:1:pos:R:3:nbo_charge:R:1 method="wB97M-V/def2-TZVPD" homo_energy_ev=-8.3 relative_energy_kj_mol=328.9 spin_multiplicity=1 smiles="C#C[C@@H](O)NC(=S)S" charge=0
C -0.63 2.31 1.33 -0.169
C -0.86 1.37 0.64 -0.054
C -0.61 0.19 -0.23 0.178
O -0.72 0.51 -1.68 -0.719
N 0.65 -0.52 0.05 -0.591
C 0.95 -1.83 -0.01 -0.061
S 2.55 -2.17 0.42 -0.202
S 0.01 -3.19 -0.58 0.095
H -0.61 2.88 2.19 0.235
H -1.33 -0.59 -0.19 0.217
H -0.23 1.39 -1.95 0.480
H 1.47 0.11 0.00 0.422
H 0.70 -3.92 0.27 0.170

No. 20
11
Properties=species:S:1:pos:R:3:nbo_charge:R:1 method="wB97M-V/def2-TZVPD" homo_energy_ev=-10.0 relative_energy_kj_mol=345.1 spin_multiplicity=1 smiles="N#CC1=CC1.S" charge=0
N 3.51 1.18 -0.48 -0.259
C 2.62 0.57 -0.15 0.237
C 1.49 -0.15 0.14 -0.118
C 0.84 -1.31 0.01 -0.094
C 0.10 -0.11 0.59 -0.371
H 0.71 -2.23 -0.55 0.243
H -0.54 0.40 0.01 0.174
H -0.08 -0.04 1.57 0.186
S -3.46 0.83 -0.44 -0.265
H -2.65 0.53 0.57 0.133
H -2.53 0.35 -1.27 0.134